w | The following is a quantum chemistry calculation of the ion C4H10N3O2 with charge +1, from OMol25.

Last column: Löwdin charge in e.
Geometry (Å):
C: -2.320 -1.062 0.089  0.015
N: -1.182 -0.531 -0.625  0.016
C: -0.124 0.148 0.193  -0.034
C: 0.196 1.465 -0.491  -0.521
N: 1.025 2.226 0.210  0.179
O: -0.392 1.741 -1.524  0.090
C: 1.280 -1.037 -0.003  -0.427
N: 2.318 -0.647 0.646  0.179
O: 1.057 -1.884 -0.805  0.123
H: -2.073 -1.343 1.037  0.077
H: -3.158 -0.413 -0.082  0.114
H: -2.662 -1.993 -0.357  0.117
H: -0.776 -1.273 -1.195  0.151
H: -1.277 0.249 -1.335  0.161
H: -0.282 0.284 1.185  0.108
H: 1.401 2.094 1.183  0.145
H: 1.328 3.141 -0.257  0.177
H: 2.394 -0.094 1.582  0.183
H: 3.247 -1.071 0.551  0.147

As for the charge: +1. The value obtained for the HOMO-LUMO gap is 11.3 eV.

=====

x | The following is a quantum chemistry calculation of the ion C4H10N3O2 with charge +1, from OMol25.

Last column: Löwdin charge in e.
Geometry (Å):
N: 1.479 -1.329 0.140  0.153
C: 1.711 0.044 0.200  -0.328
N: 2.959 0.508 0.404  0.225
N: 0.686 0.937 0.078  0.077
C: -0.336 0.465 -0.902  -0.116
C: -1.413 -0.480 -0.302  -0.088
C: -2.754 0.199 -0.231  -0.490
O: -3.598 0.103 -1.093  0.156
O: -2.940 0.976 0.897  0.072
H: 1.774 -1.704 1.038  0.136
H: 2.081 -1.784 -0.545  0.132
H: 3.107 1.140 1.176  0.144
H: 3.696 0.329 -0.258  0.146
H: 0.205 1.060 0.975  0.173
H: 0.135 -0.078 -1.703  0.120
H: -0.823 1.349 -1.278  0.136
H: -1.480 -1.395 -0.865  0.124
H: -1.136 -0.762 0.705  0.108
H: -3.353 0.421 1.564  0.122

As for the charge: +1. The value obtained for the HOMO-LUMO gap is 7.6 eV.

=====

If we sort the structures by their calculated energies, the order from most to least stable is w, x.